Entry from the Open Molecules 2025 dataset: an isolated molecule of C4H6O2 (wB97M-V/def2-TZVPD).

Calculated values
**Electronic energy**: -306.3234 Eh
**HOMO energy**: -8.76 eV

```
! RIJCOSX wB97M-V def2-TZVPD def2/J DEFGRID3
* xyz 0 1
C -2.1142 -1.0789 -1.1903
O -1.4529 -0.8328 -0.1002
C -0.7655 0.4215 0.1333
C 0.5150 0.1335 0.8685
C 1.7121 -0.2155 0.1061
O 1.5458 1.0830 0.6603
H -0.5491 0.9011 -0.8280
H -2.0088 -0.1581 -1.8400
H -1.4384 1.0580 0.7143
H 0.4155 -0.2184 1.8954
H 1.6523 -0.2664 -0.9814
H 2.4882 -0.8270 0.5620
*
```

Atomic partial charges in e from the Löwdin method, atoms 1 to 2:
1. C 0.051
2. O -0.173

Entry from the Open Molecules 2025 dataset: a cluster of 2 separate species, CH8N2S2 in total at a distorted geometry (wB97M-V/def2-TZVPD).

Calculated values
**Electronic energy**: -948.3911 Eh
**HOMO energy (alpha / beta)**: -10.20 / -10.20 eV
**<S²>**: 0.755

```
! RIJCOSX wB97M-V def2-TZVPD def2/J DEFGRID3
* xyz 1 2
S 4.7260 -4.9198 -1.4037
S 4.2177 -4.2286 -3.2212
H 5.8837 -4.4304 -1.3042
H 2.9841 -4.9678 -3.6562
N -2.1130 1.8160 2.3287
C -1.8382 1.4219 0.8646
N -1.9766 2.5319 -0.0581
H -1.2652 2.3187 2.8241
H -2.8933 2.4732 2.2991
H -0.8724 0.9590 0.7434
H -2.7750 0.7302 0.6312
H -2.8683 3.0502 -0.0505
H -1.2096 3.2454 0.0029
*
```

Atomic partial charges in e from the Löwdin method, atoms 1 to 2:
1. S 0.610
2. S 0.528

Entry from the Open Molecules 2025 dataset: an isolated molecule of C4H8N2O (wB97M-V/def2-TZVPD).

Calculated values
**Structure (SMILES)**: C/C(=C\N)C(N)=O
**Electronic energy**: -341.9821 Eh
**HOMO energy**: -8.44 eV

```
! RIJCOSX wB97M-V def2-TZVPD def2/J DEFGRID3
* xyz 0 1
C 0.2836 -1.3801 -0.9448
C -1.5375 0.1348 -0.0874
C -0.0928 -0.1542 -0.1587
N -1.9445 0.9808 0.9081
N 2.1805 0.4134 0.3900
C 0.8297 0.6601 0.3815
O -2.3427 -0.3172 -0.8809
H -2.9388 1.1106 1.0024
H -1.3780 1.1474 1.7191
H 2.7909 1.2112 0.4544
H 2.4975 -0.3087 -0.2379
H 0.5487 1.5711 0.8914
H 1.0450 -1.1567 -1.6930
H -0.6033 -1.7473 -1.4545
H 0.6617 -2.1652 -0.2896
*
```

Atomic partial charges in e from the Löwdin method, atoms 1 to 2:
1. C -0.051
2. C -0.531

Entry from the Open Molecules 2025 dataset: a structure of composition C5H4Br2O2 at a distorted geometry (wB97M-V/def2-TZVPD).

Calculated values
**Electronic energy**: -5491.3894 Eh
**HOMO energy**: -10.41 eV

```
! RIJCOSX wB97M-V def2-TZVPD def2/J DEFGRID3
* xyz 0 1
C 0.5234 1.1995 0.1041
C 0.3866 -0.1171 0.1271
C -0.7421 1.8788 -0.3680
C -1.0699 -0.4904 -0.1908
C 1.2811 -1.2455 0.3555
O -0.8620 3.0643 -0.4683
O -1.7526 0.9325 -0.5341
Br -1.8277 -1.3322 -1.7546
Br -1.9780 -1.1212 1.3383
H 1.3964 1.8586 0.2667
H 1.8672 -1.1951 1.2104
H 2.0253 -1.3278 -0.4870
H 0.7524 -2.1047 0.4006
*
```

Atomic partial charges in e from the Löwdin method, atoms 1 to 2:
1. C 0.074
2. C -0.335

Entry from the Open Molecules 2025 dataset: the ion C3H11N2 with charge +1 at a distorted geometry (wB97M-V/def2-TZVPD).

Calculated values
**Structure (SMILES)**: NCCC[NH3+]
**Electronic energy**: -230.1489 Eh
**HOMO energy**: -13.47 eV

```
! RIJCOSX wB97M-V def2-TZVPD def2/J DEFGRID3
* xyz 1 1
C -0.6692 0.1095 -1.1284
C 0.7350 0.3537 -0.6241
C 1.1099 0.0356 0.8190
N 0.7722 -1.3406 1.2088
N -1.6514 0.5314 -0.0588
H -0.8977 -0.8877 -1.5042
H -0.9023 0.8121 -1.9278
H 0.9750 1.4294 -0.7763
H 1.4378 -0.1089 -1.3404
H 2.1345 0.2372 1.1524
H 0.4309 0.7479 1.3060
H 0.7530 -1.9834 0.4286
H 1.4371 -1.6965 1.8804
H -1.7131 1.5454 -0.0004
H -2.5919 0.1680 -0.2397
H -1.3599 0.0469 0.8051
*
```

Atomic partial charges in e from the Löwdin method, atoms 1 to 2:
1. C -0.138
2. C -0.198

Entry from the Open Molecules 2025 dataset: an isolated molecule of C6H8N2O at a distorted geometry (wB97M-V/def2-TZVPD).

Calculated values
**Structure (SMILES)**: [H]/N=C1\NC=C[C@H]2C[C@@H]2O1
**Electronic energy**: -418.0554 Eh
**HOMO energy**: -8.78 eV

```
! RIJCOSX wB97M-V def2-TZVPD def2/J DEFGRID3
* xyz 0 1
C -0.7944 0.8711 -1.2998
C 0.6134 -1.3814 -0.7299
C 0.6255 -1.4569 0.5820
C -0.2302 -0.4516 1.3098
C 0.2704 0.8486 2.1515
C 0.1958 0.8439 0.6731
H -1.4483 0.5054 -3.0033
H 0.1847 -0.4941 -2.4276
H 1.1707 -2.1313 -1.4193
H 1.1165 -2.3202 1.0424
H -1.3139 -0.6554 1.5291
H 1.2172 1.1455 2.6866
H -0.5481 1.3444 2.7543
H 1.1156 0.7286 0.0739
N -1.4910 1.3034 -2.2891
N 0.0241 -0.2494 -1.4920
O -0.7081 1.5494 -0.1416
*
```

Atomic partial charges in e from the Löwdin method, atoms 1 to 2:
1. C -0.503
2. C -0.097